DFT (ωB97M-V/def2-TZVPD) results for a cluster of 9 separate species, H20NO8 in total.

Calculated values
**Charge**: +1
**ΔE to the lowest compared entry with this formula, charge and spin**: 64.96 kcal per mole
**HOMO**: -13.67 eV
**Frontier orbital gap**: 10.5 eV

Last column: natural (NBO) charge in e.
Element x y z (Å)
O: -1.9520 -0.9014 -1.5920  -0.93
O: -0.6860 2.9836 -0.4210  -0.95
O: 1.1960 -1.9794 -1.8910  -0.97
O: -0.8050 -2.2144 2.0770  -0.98
O: 0.7490 1.8376 2.4060  -0.90
O: 0.2580 0.4816 -3.5460  -0.99
O: 3.6490 1.2536 0.6410  -0.93
O: -3.3640 -1.2094 1.9990  -0.98
N: 0.3880 -0.1374 -0.1240  -0.82
H: -0.0300 -0.9754 0.1790  0.45
H: -0.4030 0.7456 -4.3090  0.51
H: -0.4440 3.8036 -0.2030  0.47
H: -3.6180 -1.6454 2.8100  0.47
H: 3.8560 0.6566 1.2730  0.46
H: 1.2930 -0.1774 0.2010  0.43
H: -0.5920 -2.1934 3.0410  0.51
H: -1.5570 3.0936 -0.8130  0.48
H: -2.4290 -1.6254 1.8250  0.48
H: 0.1800 0.6896 0.4820  0.46
H: 1.8780 -2.5934 -2.1390  0.48
H: 3.4680 2.0166 1.1480  0.47
H: -2.1520 -0.0084 -1.7510  0.46
H: -0.6390 -3.0054 1.6300  0.50
H: 0.4040 1.4536 3.1460  0.47
H: 1.1410 0.8296 -3.7780  0.49
H: 1.4370 1.1666 2.4080  0.44
H: 1.2180 -1.4314 -2.7290  0.49
H: -2.6260 -1.0834 -0.9970  0.47
H: 0.1830 0.1696 -0.9720  0.45

---

DFT (ωB97M-V/def2-TZVPD) results for a structure of composition C31H50BiP2.

Calculated values
**Charge**: +1
**ΔE to the lowest compared entry with this formula, charge and spin**: 0.00 kcal per mole
**HOMO (spin up / spin down)**: -8.46 / -7.88 eV
**Frontier orbital gap (spin up / spin down)**: 5.0 / 4.0 eV

Last column: Löwdin charge in e.
Element x y z (Å)
Bi: 0.9443 0.1474 0.3701  1.39
P: 2.0437 1.3027 -1.6532  0.71
P: 1.7601 -2.0121 -0.9013  0.68
C: -2.0048 -1.3099 2.6301  -0.06
C: 2.3122 0.8780 2.1723  -0.30
C: 3.1533 -1.4501 5.6513  -0.08
C: 3.3608 -1.3220 -1.5475  -0.39
C: 0.9391 -2.7883 -2.3459  -0.23
C: -2.0670 0.9927 1.4323  -0.32
C: 3.6742 2.2940 -6.7469  -0.17
C: 4.0325 0.8351 -7.1429  -0.19
C: 2.5387 -0.0853 3.2902  -0.34
C: 1.6034 -0.1424 4.3455  -0.05
C: 1.1197 2.0263 -3.0657  -0.21
C: 4.3216 -0.6614 -5.1131  -0.15
C: -1.8138 1.8659 2.6047  -0.06
C: 3.2763 0.0522 -2.2562  -0.39
C: -2.5192 0.2867 -0.7172  -0.27
C: -2.7760 0.2712 -2.1767  -0.07
C: 3.6501 -0.9541 3.3337  -0.07
C: -2.1894 -0.4323 1.4501  -0.31
C: 5.1052 2.2956 -4.6446  -0.12
C: 5.6779 -0.2165 -4.6575  -0.18
C: -2.6773 -2.2644 -0.3011  -0.06
C: 3.9904 -1.5814 4.5364  -0.08
C: 1.9118 -3.4069 0.2681  -0.23
C: -2.2569 1.4327 0.0866  -0.28
C: -2.4775 -0.8615 0.1221  -0.27
C: 6.0870 1.2313 -5.0379  -0.19
C: 3.6189 -0.2181 -6.1632  -0.10
C: 1.9118 -0.8082 5.5304  -0.06
C: 4.0641 2.7296 -5.3633  -0.13
C: 2.8312 2.8225 -1.0169  -0.25
C: -2.1649 2.8383 -0.3721  -0.07
H: 4.9211 -2.1553 4.6149  0.11
H: -2.0521 2.8899 -1.4632  0.06
H: -1.5417 2.8791 2.2742  0.07
H: 0.4268 1.2980 -3.5174  0.06
H: 3.2272 1.3735 1.7910  0.04
H: 6.3063 1.2650 -6.1099  0.10
H: 2.5912 -4.1522 -0.1649  0.06
H: 6.4493 -0.8987 -5.0551  0.13
H: 0.5417 2.8870 -2.6837  0.06
H: 7.0369 1.4381 -4.5185  0.12
H: 3.4536 -1.8563 6.6109  0.11
H: 5.3523 2.8027 -3.7009  0.10
H: 3.7676 -2.0849 -2.2294  0.08
H: 0.0788 -3.3837 -1.9981  0.05
H: 4.1343 2.9531 -7.5048  0.13
H: 4.0408 -1.2667 -0.6843  0.09
H: -2.8618 -1.2291 3.3189  0.09
H: 4.2442 -1.1127 2.4290  0.10
H: -2.3082 -0.6055 -2.6530  0.06
H: 1.5287 1.6156 2.4382  0.04
H: 4.2560 0.5544 -2.2108  0.08
H: 3.5129 2.6011 -0.1845  0.04
H: 2.2944 -3.0690 1.2421  0.04
H: -1.0953 -1.0434 3.1992  0.06
H: -1.3157 3.3576 0.1026  0.06
H: 2.5868 2.4412 -6.8560  0.11
H: 5.1051 0.7747 -7.3560  0.10
H: 1.6539 -3.4629 -2.8418  0.06
H: -1.9858 -2.9429 0.2224  0.06
H: 5.7247 -0.3288 -3.5607  0.09
H: 0.9239 -3.8762 0.4184  0.06
H: 3.9102 -1.4960 -4.5304  0.09
H: -1.0141 1.4670 3.2532  0.05
H: 2.0525 3.5208 -0.6657  0.07
H: -1.9340 -2.3607 2.3146  0.07
H: -2.7211 1.9570 3.2237  0.09
H: -3.0799 3.3918 -0.1033  0.09
H: 3.4737 3.5768 -4.9910  0.10
H: 1.8302 2.3907 -3.8270  0.03
H: -2.4006 1.1864 -2.6575  0.06
H: 0.6488 0.3701 4.2185  0.09
H: 3.0573 -0.0863 -3.3237  0.05
H: 3.3765 3.3035 -1.8400  0.05
H: 2.6657 -0.7041 -6.4054  0.11
H: -3.7022 -2.5944 -0.0641  0.09
H: -3.8591 0.2124 -2.3773  0.09
H: 1.2020 -0.7989 6.3600  0.11
H: -2.5362 -2.3745 -1.3842  0.06
H: 3.5118 0.6258 -8.0914  0.12
H: 0.5922 -2.0257 -3.0597  0.05

---

DFT (ωB97M-V/def2-TZVPD) results for a structure of composition C4H10N2O2.

Calculated values
**Spin multiplicity**: 3
**ΔE to the lowest compared entry with this formula, charge and spin**: 77.04 kcal per mole
**HOMO (spin up / spin down)**: -6.11 / -9.76 eV
**Frontier orbital gap (spin up / spin down)**: 6.8 / 6.6 eV

Last column: Mulliken spin population.
Element x y z (Å)
O: 2.5143 1.7571 -0.4460  0.69
O: 3.1703 -0.0212 0.8133  0.11
N: 0.1129 0.4783 -0.1760  0.32
N: -0.2355 -2.4615 -0.4553  0.02
C: -0.9846 1.1231 -0.8444  0.04
C: 1.2875 0.3585 -0.7969  0.84
C: 2.5949 0.6118 -0.0071  -0.03
C: 0.1544 0.6186 1.2263  0.02
H: -1.2397 2.0088 -0.2648  0.00
H: 0.2823 1.7152 1.4395  0.00
H: -1.9538 0.5464 -1.0269  0.01
H: 0.6344 -2.2255 -1.0183  0.00
H: 1.1108 0.1180 1.3630  0.00
H: -0.1026 -3.3248 0.0578  0.00
H: -0.3506 -1.6779 0.1387  -0.01
H: -0.7374 0.0690 1.6205  0.01
H: 1.2759 0.5295 -1.9489  -0.01
H: -0.8151 1.4549 -1.9066  0.00

---

DFT (ωB97M-V/def2-TZVPD) results for a structure of composition C30H66CdN4O6.

Calculated values
**ΔE to the lowest compared entry with this formula, charge and spin**: 0.00 kcal per mole
**HOMO**: -5.51 eV
**Frontier orbital gap**: 6.2 eV

Last column: Löwdin charge in e.
Element x y z (Å)
Cd: -0.3070 -0.0598 0.4194  1.40
O: 1.2870 -3.2699 -3.0553  -0.17
O: -0.3577 1.7619 1.8466  -0.27
O: -1.7295 -1.1483 1.5363  -0.33
O: 2.0987 2.1482 -3.1561  -0.20
O: 1.1518 -0.9842 1.8176  -0.33
O: -1.7675 0.9237 -0.8355  -0.34
N: -2.7976 1.8284 -1.0431  -0.17
N: -0.3524 -1.7535 -0.9820  -0.10
N: 1.2993 1.2357 -0.3734  -0.09
N: 2.3187 -1.5359 2.3482  -0.19
C: 2.3494 3.3568 -3.8621  -0.10
C: 2.1257 0.0894 4.1373  -0.05
C: 2.4407 0.8497 -1.2178  -0.20
C: -0.0345 -2.8014 -3.2261  -0.22
C: 2.4423 -1.3351 3.7757  -0.53
C: -3.6116 3.7717 -2.2915  -0.16
C: -4.3182 0.0575 -2.0247  -0.03
C: -0.4034 -1.5356 -2.4560  -0.18
C: 0.6543 2.6978 1.5370  -0.22
C: -1.2426 3.6556 -1.6265  -0.02
C: -2.4558 2.7915 -2.0782  -0.50
C: -4.1177 1.2029 -1.0179  -0.50
C: -2.0626 -1.1198 2.9228  -0.06
C: 3.8990 -1.6092 4.1919  -0.15
C: -1.7727 -2.4733 1.0031  -0.20
C: 4.5219 -2.9210 3.7168  -0.18
C: -4.3992 0.6043 0.3862  -0.04
C: -1.5394 2.4168 2.3064  -0.08
C: 1.7944 2.0497 0.7632  -0.18
C: 3.0222 1.9632 -2.0969  -0.21
C: 2.2610 -2.3647 -3.5694  -0.10
C: -2.1090 2.1704 -3.4395  -0.03
C: 3.0354 -2.5562 0.1916  -0.04
C: -1.5899 -2.4137 -0.5159  -0.18
C: -5.2552 2.2305 -1.2005  -0.15
C: -4.9982 3.1139 -2.3903  -0.19
C: 2.8371 -2.7283 1.6898  -0.48
C: 1.5367 -2.2786 4.6326  -0.03
C: 1.8494 -3.9107 1.8195  -0.03
C: 4.2330 -3.1440 2.2476  -0.13
H: 4.2236 -4.2192 2.0470  0.11
H: -2.9627 1.9665 -4.0898  0.07
H: 5.5996 -2.8493 3.8663  0.11
H: 2.4512 1.4676 1.4092  0.11
H: -5.4054 2.7818 -0.2717  0.12
H: -3.7074 4.4466 -1.4278  0.12
H: 2.1957 0.0713 -1.9445  0.09
H: 3.0211 -3.0050 -4.0273  0.09
H: -5.2535 -0.4496 -1.7885  0.08
H: -1.4492 4.6786 -1.9498  0.08
H: 1.5474 -4.1795 2.8319  0.07
H: -0.2305 -2.6049 -4.2886  0.13
H: 3.1357 2.8682 -1.4878  0.11
H: 1.4351 -1.7753 5.6023  0.07
H: 3.2576 0.4099 -0.6397  0.11
H: 0.8969 1.9027 -1.0456  0.09
H: -3.8095 -0.2771 0.6296  0.06
H: 4.4988 -0.8366 3.6951  0.12
H: 2.7156 0.7832 3.5380  0.08
H: 2.2171 -2.7347 -0.5082  0.05
H: 3.8426 -3.2215 -0.1248  0.09
H: 4.0120 1.7024 -2.4816  0.13
H: 0.4328 -2.3655 -0.7850  0.08
H: -1.6689 3.4761 2.0894  0.10
H: 2.3149 -4.8127 1.3964  0.08
H: -1.4294 -1.2370 -2.6665  0.10
H: -3.4797 -0.6354 -2.0880  0.04
H: 0.5209 -2.2509 4.2332  0.05
H: 1.1331 3.0376 2.4683  0.13
H: -5.4688 0.3875 0.4207  0.08
H: -5.7805 3.8450 -2.6059  0.11
H: -4.8936 2.5979 -3.3559  0.10
H: 3.3149 -1.5438 -0.1188  0.06
H: 4.1518 -3.7707 4.2971  0.10
H: -2.5102 -2.0581 -0.9660  0.10
H: -1.4829 2.3172 3.4016  0.10
H: -0.7636 -3.5554 -2.9222  0.12
H: -3.5035 4.4297 -3.1566  0.12
H: -2.4277 1.8804 1.9879  0.05
H: 1.8781 4.2264 -3.4018  0.09
H: 3.4232 3.4579 -4.0260  0.09
H: 0.2271 -0.6931 -2.7476  0.10
H: -1.4147 -3.4772 -0.7446  0.13
H: 1.9896 -1.5655 -4.2585  0.10
H: -1.5509 2.8893 -4.0545  0.08
H: -2.7516 -2.9480 1.1215  0.13
H: 2.7752 -1.9153 -2.7105  0.06
H: 2.4327 2.8774 0.4300  0.11
H: -1.1615 3.6618 -0.5405  0.06
H: 0.9633 -3.8241 1.1879  0.05
H: -2.2948 -0.1207 3.2797  0.08
H: 5.0031 -2.7017 1.6140  0.11
H: -1.1724 -1.4531 3.4625  0.07
H: -1.0228 -3.1104 1.4741  0.11
H: -1.4415 1.3174 -3.3094  0.07
H: 0.2945 3.5904 1.0212  0.11
H: 1.8869 3.2592 -4.8459  0.09
H: -4.2236 1.3667 1.1473  0.07
H: -6.1775 1.6833 -1.4181  0.12
H: 2.2660 0.2183 5.2133  0.08
H: -2.8956 -1.7942 3.1202  0.10
H: 1.9141 -3.2756 4.8440  0.07
H: 1.0709 0.3360 3.9853  0.07
H: 4.0113 -1.4956 5.2721  0.12
H: -0.2900 3.3781 -2.0818  0.05
H: -4.3667 0.4685 -3.0384  0.07

---

DFT (ωB97M-V/def2-TZVPD) results for a structure of composition C57H54N4O4RuSTe.

Calculated values
**Spin multiplicity**: 6
**Charge**: -1
**HOMO (spin up / spin down)**: -3.58 / -4.26 eV
**Frontier orbital gap (spin up / spin down)**: 5.8 / 6.4 eV

Last column: Mulliken spin population.
Element x y z (Å)
Te: 1.4365 -1.2303 1.9301  0.04
Ru: 0.0972 1.5534 -1.3737  3.71
S: 2.3508 1.4187 0.0477  0.66
O: -0.2712 0.1814 -2.7350  -0.21
O: -0.1948 2.6030 0.3617  0.19
O: 4.7535 -1.3739 -0.9440  0.08
O: 2.1066 -1.8051 -2.3865  0.00
N: 1.8052 -3.9887 -1.8135  0.00
N: -1.9020 2.8865 -2.2146  0.09
N: 3.4948 0.3202 -0.1701  0.35
N: 0.2838 -2.3674 -1.1253  0.01
C: 2.5129 2.2443 4.3211  0.01
C: -1.5896 3.2317 3.4170  0.00
C: -1.1644 0.1011 -3.7987  0.01
C: 4.1698 -0.3049 -1.1394  0.02
C: 4.6439 1.3500 -5.0999  0.00
C: -0.8642 -5.1104 6.5348  0.00
C: -3.9824 -2.8693 -2.3552  0.00
C: -0.6586 -0.5558 4.5029  0.00
C: -0.2000 4.7762 2.2363  0.00
C: 4.1756 -1.6953 3.7885  0.00
C: 5.1113 0.0818 -4.7752  0.00
C: 1.7766 -4.4762 2.3314  0.00
C: 0.4509 -4.6897 4.4266  0.00
C: 4.1593 0.5771 4.8448  0.00
C: -3.9807 3.8635 -1.5962  0.00
C: -3.7639 2.1652 1.2577  0.01
C: 3.8682 1.6194 -2.8381  -0.01
C: 0.6280 -2.4923 3.4416  0.00
C: -0.3221 4.8768 4.6358  0.00
C: -2.4670 2.3782 -3.3161  -0.01
C: 4.3218 0.3457 -2.5076  -0.01
C: -3.4084 -0.5541 -2.6924  0.00
C: -4.5565 3.4005 -2.7644  0.01
C: 0.9421 -3.8588 3.4221  0.00
C: 0.1811 5.3585 3.4319  0.00
C: -2.9043 -0.4495 0.9911  -0.01
C: -1.1040 3.7127 2.2079  0.01
C: -1.4044 3.0606 0.8477  -0.02
C: -3.7932 2.6537 -3.6409  -0.01
C: -4.6715 1.1235 1.3676  0.01
C: -1.9585 -2.2649 -3.5055  0.00
C: -0.3515 -4.2043 5.4485  0.00
C: 2.4058 0.0577 3.2995  0.01
C: 3.5601 -0.3378 3.9809  0.00
C: 4.9524 -0.4123 -3.4920  0.01
C: 0.9541 -0.4972 -5.0577  0.00
C: -1.1429 -0.7965 -6.1826  0.00
C: -0.6822 -2.8579 5.4311  0.00
C: -0.4823 -1.2283 -7.3208  0.00
C: -2.6355 3.6043 -1.3533  -0.01
C: -2.8123 -3.2356 -3.0114  0.00
C: -4.2446 -0.1921 1.2268  -0.01
C: 3.6441 1.8527 5.0201  0.00
C: 1.6180 -0.9341 -6.1990  0.00
C: -2.4163 1.9187 0.9996  -0.07
C: -0.4314 -0.4241 -5.0443  -0.02
C: -1.9722 4.1435 -0.1196  0.02
C: -1.2003 3.8075 4.6227  0.00
C: -1.9984 0.5992 0.8825  0.07
C: 1.4477 -2.6414 -1.8135  0.00
C: -1.6307 1.5276 -4.2298  0.06
C: 1.9018 1.3443 3.4608  0.02
C: -4.2715 -1.5263 -2.1953  0.00
C: 4.0247 2.1171 -4.1264  -0.02
C: 0.9061 -1.2963 -7.3313  0.00
C: -2.2454 -0.9027 -3.3682  0.01
C: -0.2184 -1.9926 4.4431  0.00
H: -1.0416 -2.5635 -3.9982  0.00
H: -1.1085 4.7426 -0.4138  -0.01
H: 2.7419 -3.9801 2.2202  0.00
H: 0.2410 5.1190 1.3092  0.00
H: 2.7784 -4.0963 -2.0581  0.00
H: 1.2791 -4.3863 1.3623  0.00
H: -0.5333 -4.7740 7.5196  0.00
H: -0.0872 -1.4489 -1.3412  0.03
H: -0.4150 -3.0943 -1.1611  0.00
H: 3.6618 3.1097 -4.3654  0.00
H: 5.0551 0.2806 5.3795  0.00
H: 0.7073 -5.7444 4.4064  0.00
H: 0.8907 6.1770 3.4291  0.00
H: -2.6785 4.8025 0.3898  0.00
H: 1.9402 -5.5357 2.5316  0.00
H: 0.0471 0.0534 5.0721  0.00
H: 2.1070 3.2422 4.4290  0.00
H: 1.0353 1.6538 2.8875  -0.02
H: -4.6524 -3.6258 -1.9652  0.00
H: 1.5078 -0.2588 -4.1592  0.01
H: -1.0496 -1.5206 -8.1964  0.00
H: -3.6528 0.4785 -2.5050  0.00
H: 5.2976 -1.3990 -3.2152  0.00
H: 2.6985 -0.9954 -6.1840  0.00
H: -2.2641 2.3855 3.4330  0.00
H: -1.6360 -0.4850 4.9835  0.00
H: -2.5487 -1.4691 0.8980  0.00
H: -1.9559 -5.1345 6.5507  0.00
H: -0.5092 -6.1317 6.3947  0.00
H: -1.3314 -2.4587 6.2053  0.00
H: 1.5439 -4.5071 -0.9894  0.00
H: -2.5614 -4.2824 -3.1372  0.00
H: -5.1628 -1.2195 -1.6618  0.00
H: -0.6883 2.0536 -4.4107  0.01
H: -4.5499 4.4369 -0.8772  0.00
H: 4.1362 2.5437 5.6945  0.00
H: -5.5958 3.6121 -2.9850  0.00
H: -2.1445 1.4568 -5.1902  0.00
H: -2.2278 -0.7627 -6.1726  0.00
H: 3.4035 2.2316 -2.0789  0.00
H: -0.0151 5.3217 5.5743  0.00
H: 4.4699 -1.8380 2.7462  0.00
H: -0.7260 -0.1127 3.5085  0.00
H: -4.2080 2.2576 -4.5583  0.00
H: 1.4272 -1.6409 -8.2164  0.00
H: -0.9425 0.3836 0.7543  0.02
H: -4.9526 -1.0078 1.3092  0.00
H: -4.1074 3.1863 1.3839  0.00
H: 3.4687 -2.4892 4.0413  0.00
H: -5.7155 1.3378 1.5636  0.00
H: 4.7632 1.7353 -6.1057  0.00
H: 5.0568 -1.8080 4.4213  0.00
H: -1.5810 3.4040 5.5532  0.00
H: 5.5978 -0.5255 -5.5300  0.00

---

DFT (ωB97M-V/def2-TZVPD) results for the ion C2H3N4 with charge -1.

Calculated values
**Charge**: -1
**ΔE to the lowest compared entry with this formula, charge and spin**: 44.29 kcal per mole
**HOMO**: -3.31 eV
**Frontier orbital gap**: 7.6 eV

Last column: natural (NBO) charge in e.
Element x y z (Å)
N: 0.7783 -1.5392 -0.7106  -0.38
N: 1.2350 0.2484 -1.8983  -0.28
N: 0.5421 0.8333 -0.8452  -0.38
N: 1.3273 -1.0316 -1.7191  -0.11
C: 0.1413 -0.0196 -0.0050  0.19
C: -0.8173 0.2526 1.1136  -0.67
H: -0.3363 1.0426 1.6640  0.21
H: -1.2574 -0.5364 1.6903  0.21
H: -1.6130 0.7499 0.7102  0.21

---

no.,largest force on an atom (hartree/bohr),E (eV)
1,0.122,-18187.4412
2,0.082,-57365.8774
3,0.116,-11379.2267
4,0.059,-54983.4728
5,0.012,-94848.2823
6,0.097,-8081.2786